Entry 1:
18
Properties=species:S:1:pos:R:3:forces:R:3 method="wB97M-V/def2-TZVPD" e_above_lowest_kj_mol=114.52 total_charge=0 gap_ha=0.34749 smiles="CC(C)=C(C)C"
H 1.68212 -0.68954 2.13995 -2.412 0.606 -0.568
C -0.56479 -0.06770 -0.36808 0.207 0.166 -0.103
C 1.83102 0.56860 -0.26112 0.240 -0.234 -0.140
H 2.69840 0.48133 0.41301 -0.390 -0.007 -0.174
H -1.70579 -1.55136 0.68522 -0.135 0.030 -0.178
H -2.65826 -0.60193 -0.47415 0.069 0.017 0.098
H 1.71231 1.63808 -0.50369 0.039 -0.324 0.006
H -1.59981 0.38327 -2.23650 0.685 0.119 0.320
C -0.57193 0.38319 -1.80935 -0.323 0.190 -0.438
H 0.02734 -0.29595 -2.43893 -0.114 0.217 0.154
H 2.09096 0.03476 -1.19787 -0.098 0.354 0.392
H -0.13004 1.39872 -1.92044 -0.352 -0.586 0.000
H -0.15613 -1.30381 2.01027 1.767 1.915 -0.323
H 0.19924 0.50217 2.47339 0.889 -1.815 -1.209
C 0.56363 -0.00359 0.34515 0.125 0.216 0.097
H -2.15873 0.07179 1.09550 -0.020 0.077 -0.183
C 0.58446 -0.39482 1.79620 -0.064 -0.677 2.077
C -1.84400 -0.55321 0.25142 -0.112 -0.263 0.171

***

Entry 2:
70
Properties=species:S:1:pos:R:3:forces:R:3 method="wB97M-V/def2-TZVPD" e_above_lowest_kj_mol=39.55 total_charge=+2 gap_ha="0.26888 / 0.26714" multiplicity=3 s_squared=2.024
H -2.51886 2.37452 4.10983 -0.028 0.012 0.035
O 0.56281 -1.76586 -0.50343 -0.190 0.034 -0.008
N -0.72355 -5.54124 -1.41654 0.043 -0.024 -0.005
H 6.32082 -8.64320 -2.02352 0.025 0.030 0.009
C -1.25976 -3.26456 -0.87142 0.032 -0.224 -0.069
H 6.64932 -8.53669 -0.29071 -0.008 0.018 0.005
H 4.27489 -9.19362 -0.00494 0.019 0.008 -0.009
H -2.39717 0.37674 3.93563 0.023 -0.057 0.010
H -0.72664 -8.47660 -3.19773 0.011 0.003 -0.020
C 0.13368 2.71885 3.96536 0.021 -0.019 -0.013
N -3.17062 1.86826 -0.07503 -0.097 -0.001 0.098
C 0.10434 -2.93597 -0.75434 0.186 0.059 -0.108
C 2.88396 0.55932 3.11760 0.007 -0.006 -0.007
H -0.41412 3.57612 4.31088 0.025 0.023 0.011
H 5.25120 -6.65464 0.02431 0.013 0.001 -0.025
H -4.06460 2.09121 -1.92290 0.007 0.016 -0.012
C -1.59817 -4.55782 -1.20619 0.031 0.082 0.017
N 4.81417 -9.44979 -0.83416 -0.030 -0.008 -0.016
B -2.06148 1.44380 3.51019 0.003 -0.016 -0.083
H 3.68095 1.23500 3.41352 0.008 -0.009 0.003
C 2.92988 -6.09426 -1.29101 0.037 0.040 0.039
N 3.84685 -7.14882 -1.43784 -0.055 -0.052 -0.031
C 1.57266 -6.33439 -1.41644 -0.020 0.074 0.013
H -2.64474 -4.80373 -1.32394 -0.007 0.016 0.012
H 4.32403 -10.17010 -2.75699 -0.021 0.016 -0.020
C 0.39598 0.69298 3.17531 -0.176 -0.073 -0.056
N -2.64159 1.54400 2.02133 -0.071 -0.002 0.035
V -0.54356 -0.38469 0.33088 -0.267 0.273 0.712
C 0.63847 -5.30053 -1.27104 -0.032 -0.038 -0.006
C -3.06066 2.08584 -1.50935 0.022 -0.007 0.022
H 2.73262 -7.98011 -3.01866 -0.008 0.005 0.013
C -4.33773 1.65907 0.60226 0.018 -0.036 0.011
C -0.95025 -7.42226 -3.11256 -0.036 -0.012 0.036
C -2.33651 -7.01312 -2.71158 0.055 -0.007 0.012
C -2.14235 1.79158 0.80520 0.034 -0.050 -0.244
S -0.48395 1.96456 0.26769 0.156 -0.310 -0.116
H -3.06777 -7.77947 -2.50367 -0.015 0.005 -0.007
H -1.17583 -7.54537 -0.88989 -0.005 -0.019 -0.018
C 3.70750 -8.07620 -2.55015 -0.030 0.008 -0.063
H -4.62162 1.26613 2.76026 -0.022 -0.001 -0.002
H 2.31237 3.09782 4.14497 -0.011 0.025 0.004
C 1.46491 2.49031 3.88439 -0.020 0.007 -0.004
C 5.88324 -8.41774 -1.05286 -0.026 -0.087 0.007
C -4.00427 1.45674 1.90117 0.006 0.001 -0.045
H -0.43672 -6.77564 -3.81138 0.011 -0.008 -0.007
C 3.87750 -9.50296 -2.02212 0.066 -0.045 0.086
H 2.94444 -9.93390 -1.66492 -0.009 0.012 -0.021
H -2.48789 1.28082 -1.96573 -0.014 0.007 -0.011
C 1.06258 -4.00577 -0.95044 -0.054 -0.007 -0.019
C 3.32869 -4.77232 -0.99294 -0.017 -0.012 0.021
F 4.64122 -4.49557 -0.88995 -0.036 0.081 -0.014
H -2.73067 -6.11557 -3.16681 -0.022 -0.005 0.000
N -0.52290 1.59160 3.53036 0.140 0.040 -0.001
H 1.22115 -7.33650 -1.60731 0.004 -0.015 -0.015
S 0.11893 -0.89947 2.52932 0.058 0.037 -0.140
H -5.29229 1.67009 0.10797 -0.015 -0.003 0.012
C -1.20865 -6.87423 -1.73908 -0.003 0.016 0.003
C 2.43597 -3.76061 -0.81396 -0.044 -0.025 -0.011
H 2.95906 -0.36330 3.68802 0.006 -0.005 -0.012
H 5.22132 -10.36936 -0.65926 -0.005 0.014 -0.016
C -2.42304 -2.31582 -0.73620 -0.156 0.117 -0.100
H 2.97238 0.33863 2.05527 0.000 -0.014 0.010
H 4.44888 -7.86162 -3.32790 0.009 -0.004 0.010
H 2.78399 -2.76335 -0.58527 0.016 0.000 0.001
H -2.57409 3.03749 -1.70915 0.006 -0.014 -0.012
N 1.61510 1.21411 3.38659 0.002 0.059 0.027
O -3.50875 -2.64526 -1.14032 -0.008 -0.038 0.042
O -2.17880 -1.15698 -0.16487 0.392 0.126 0.007
H 5.83577 -6.35612 -1.61305 -0.013 -0.030 0.001
C 5.23466 -7.03077 -0.99795 0.084 0.019 0.045